Formula: C6H16N
Source: OMol25
Level of theory: ωB97M-V with the def2-TZVPD basis set

## Properties
ΔE to the lowest compared entry with this formula, charge and spin: 89.1 kJ/mol
2S+1: 2
E_LUMO (spin up / spin down): 1.23 / 0.31 eV
HOMO-LUMO gap (spin up / spin down): 0.333 / 0.351 Ha
expectation value of S²: 0.753
electronic energy: -292.849882 Eh

Atoms and positions in Å:
C: 0.8608 0.1168 2.9388
C: 1.1313 -0.9439 1.8708
C: 1.2507 -0.3800 0.4878
C: 0.9789 -1.2895 -0.6702
C: -0.5290 -1.6478 -0.8029
C: -1.3356 -0.5553 -1.5069
N: -1.4874 0.6536 -0.6752
H: 0.4990 -0.3577 3.8501
H: 1.7710 0.6544 3.2158
H: 0.1127 0.8208 2.5933
H: 0.3495 -1.7040 1.8915
H: 2.0613 -1.4915 2.0711
H: -0.6724 0.7027 -0.0680
H: 2.1141 0.2673 0.3617
H: 1.2302 -0.8058 -1.6179
H: 1.5209 -2.2255 -0.4734
H: -0.6550 -2.5518 -1.3911
H: -0.9245 -1.7992 0.2027
H: -2.3303 -0.9678 -1.6880
H: -0.8617 -0.3608 -2.4727
H: -1.7277 6.0974 -3.0897
H: -1.9308 6.2715 -3.7891
H: -1.4259 1.4962 -1.2387